Formula: C7H12ClNOP
Source: the OMol25 dataset
Level of theory: ωB97M-V/def2-TZVPD

Properties
net charge	+1
Kohn-Sham gap (alpha / beta)	5.525 / 5.528	eV
HOMO level (alpha / beta)	-0.467 / -0.467	hartree
energy relative to the best compared isomer or geometry (same formula, charge and spin)	71.9	kcal per mole

Each line ends with the Mulliken charge.
Cartesian coordinates (Å):
C  -0.344  -0.193  0.473  0.354
C  1.176  -0.563  0.467  -0.935
C  1.978  0.309  -0.542  -0.641
C  1.673  1.733  -0.246  -0.441
C  0.220  2.049  -0.394  -0.906
C  -0.664  1.282  0.501  0.469
C  -1.229  -3.548  0.353  -0.145
N  -1.357  -0.896  0.250  -0.209
O  -2.028  1.473  0.262  -0.334
P  -2.824  0.031  0.247  0.150
Cl  -3.560  -0.079  -1.557  -0.125
H  1.483  -0.383  1.495  0.364
H  1.170  -1.547  0.231  0.346
H  3.027  -0.176  -0.504  0.302
H  1.656  0.144  -1.526  0.403
H  1.920  2.007  0.828  0.290
H  2.193  2.346  -1.068  0.271
H  -0.089  3.093  -0.316  0.356
H  -0.132  1.953  -1.417  0.386
H  -0.494  1.590  1.540  0.204
H  -1.876  -3.458  -0.606  0.295
H  -1.740  -3.830  1.176  0.309
H  -0.161  -3.339  0.354  0.236

Force components x, y, z for each atom (eV/Å):
C 2.03 1.40 -1.13
C -2.39 2.75 0.47
C 0.66 -2.25 1.90
C 1.79 2.29 -0.01
C -1.15 1.10 -1.63
C 0.53 -0.36 1.67
C -0.06 3.41 -4.63
N 0.07 -3.03 -0.10
O -0.57 -0.80 -0.47
P -1.11 0.70 2.53
Cl -0.18 -0.26 -1.87
H 0.48 -0.12 0.02
H 0.56 -3.21 -0.53
H -1.24 1.70 0.12
H -0.65 -0.65 -1.51
H 0.48 -0.03 -1.38
H -0.31 -0.41 1.82
H 0.76 0.32 0.75
H 0.09 -0.93 -0.51
H 0.24 0.10 0.15
H 1.62 -0.43 1.56
H -1.39 -0.82 2.91
H -0.26 -0.47 -0.14


Formula: C7H8NOP
Source: the OMol25 dataset
Level of theory: ωB97M-V/def2-TZVPD

Properties
Kohn-Sham gap	8.622	eV
HOMO level	-0.292	hartree
structure (SMILES)	C=POc1ccccc1N
energy relative to the best compared isomer or geometry (same formula, charge and spin)	24.9	kcal per mole

Each line ends with the Mulliken charge.
Cartesian coordinates (Å):
C  1.708  -1.381  -0.696  -0.451
C  1.928  -1.230  0.676  -0.913
C  0.578  -0.953  -1.323  -1.051
C  0.892  -0.648  1.450  -0.337
C  -0.436  -0.448  -0.530  1.060
C  -0.338  -0.316  0.904  0.370
C  -1.045  2.421  0.493  -0.381
N  -1.544  0.108  -1.143  -0.454
O  -1.386  0.099  1.602  -0.481
P  -2.042  1.615  1.518  -0.117
H  2.442  -1.675  -1.299  0.472
H  2.843  -1.337  1.131  0.436
H  0.462  -0.974  -2.371  0.303
H  1.073  -0.531  2.464  0.486
H  -1.102  3.391  0.216  0.395
H  -2.415  -0.039  -0.773  0.230
H  -0.147  2.018  -0.116  0.231
H  -1.472  -0.120  -2.204  0.202

Force components x, y, z for each atom (eV/Å):
C -0.83 1.10 2.59
C -3.28 1.38 -1.16
C -0.67 0.23 1.96
C 0.04 -0.97 -1.67
C -0.94 0.65 1.36
C 2.44 -1.34 -2.96
C 2.16 -3.03 -0.60
N 2.45 -0.47 -4.69
O -1.32 0.32 1.02
P 0.51 0.59 -0.10
H 3.19 -1.52 -2.16
H 1.97 -0.71 0.75
H -0.08 -0.14 -1.07
H 0.11 0.37 1.92
H -0.97 3.25 -0.34
H -2.38 -0.48 1.03
H -1.56 0.12 1.46
H -0.82 0.65 2.64


Formula: C5H13NO
Source: the OMol25 dataset
Level of theory: ωB97M-V/def2-TZVPD

Properties
Kohn-Sham gap	10.647	eV
HOMO level	-0.361	hartree
structure (SMILES)	CCC(N)=O.CC
energy relative to the best compared isomer or geometry (same formula, charge and spin)	55.0	kcal per mole

Each line ends with the Mulliken charge.
Cartesian coordinates (Å):
C  -0.666  2.674  -1.037  -0.601
C  -0.595  4.155  -0.748  -0.975
H  -1.567  2.460  -1.720  0.274
H  0.008  2.167  -1.732  0.257
H  -0.920  2.056  -0.119  0.179
H  0.018  4.831  -1.483  0.255
H  -1.656  4.543  -0.876  0.230
H  0.041  4.461  -0.026  0.383
C  0.377  -0.643  -0.028  -0.007
C  1.544  -0.755  -0.891  -1.337
C  0.068  -1.816  0.883  0.449
O  0.816  -2.481  1.477  -0.536
N  -1.287  -2.180  0.964  -0.396
H  0.492  0.263  0.485  0.244
H  -0.456  -0.565  -0.722  0.180
H  2.475  -1.071  -0.369  0.315
H  -1.572  -2.799  1.679  0.211
H  -2.068  -2.022  0.334  0.183
H  1.706  0.354  -1.364  0.192
H  1.615  -1.253  -1.730  0.500

Force components x, y, z for each atom (eV/Å):
C -2.39 -1.74 -1.01
C -1.18 1.23 -4.83
H 0.61 0.64 1.16
H 1.09 0.33 0.86
H 0.75 0.71 -1.05
H -1.30 -1.68 -0.11
H 1.55 0.05 1.20
H 0.84 0.50 3.78
C -1.68 -1.67 -0.88
C 3.76 5.04 2.02
C -3.84 0.90 -2.06
O 3.61 -1.58 2.23
N -0.78 0.93 -0.77
H -0.30 1.08 1.22
H -0.58 0.39 0.28
H -0.53 0.65 0.05
H 0.40 -0.78 0.74
H 0.86 0.69 -0.11
H 0.06 -2.29 1.41
H -0.94 -3.40 -4.13


Formula: C7H13NO2
Source: the OMol25 dataset
Level of theory: ωB97M-V/def2-TZVPD

Properties
Kohn-Sham gap	8.880	eV
HOMO level	-0.316	hartree
structure (SMILES)	CC(C)=C(C(=O)[O-])[NH+](C)C
energy relative to the best compared isomer or geometry (same formula, charge and spin)	102.0	kcal per mole

Each line ends with the Mulliken charge.
Cartesian coordinates (Å):
C  -0.400  0.194  -0.232  -0.629
C  0.429  1.245  -0.116  1.302
C  -2.254  -0.105  -0.207  0.523
C  1.868  1.245  0.339  -1.313
C  -0.207  2.584  -0.310  -1.642
C  -0.014  -1.599  1.337  -1.016
C  -0.147  -2.062  -1.073  -0.857
N  0.340  -1.084  -0.047  0.169
O  -2.813  0.000  -1.235  -0.553
O  -2.436  -0.422  0.940  -0.605
H  2.313  0.200  0.351  0.280
H  1.875  1.782  1.226  0.364
H  2.440  1.919  -0.394  0.325
H  0.216  3.241  0.320  0.500
H  -1.309  2.680  -0.144  0.348
H  -0.034  2.924  -1.288  0.330
H  -1.048  -2.006  1.392  0.373
H  0.898  -2.198  1.629  0.343
H  -0.022  -0.732  1.891  0.441
H  -1.240  -2.406  -0.906  0.291
H  -0.179  -1.430  -2.079  0.332
H  0.413  -2.973  -1.234  0.369
H  1.310  -0.997  -0.161  0.327

Force components x, y, z for each atom (eV/Å):
C 0.85 0.54 -0.58
C -2.03 -0.62 0.01
C 2.49 0.21 1.02
C 0.30 -0.51 -3.61
C -2.08 -1.70 -0.65
C 1.81 -1.65 -0.80
C -2.24 1.25 -2.88
N -4.19 -2.49 0.23
O -0.85 0.41 -2.12
O -0.74 -0.31 1.30
H 0.00 1.73 0.45
H 0.46 0.47 2.15
H -0.42 -1.19 0.89
H 1.60 2.64 2.31
H 0.84 -0.72 -0.11
H 0.33 0.58 -1.54
H 1.23 -0.11 -0.32
H -1.48 -0.03 0.03
H -0.03 1.73 1.68
H 1.84 1.00 0.14
H 0.11 -1.57 1.98
H 0.72 0.07 0.47
H 1.51 0.27 -0.02


Formula: C38H34Co2N2O5PSi
Source: the OMol25 dataset
Level of theory: ωB97M-V/def2-TZVPD

Properties
net charge	-1
Kohn-Sham gap	4.649	eV
HOMO level	-0.096	hartree
energy relative to the best compared isomer or geometry (same formula, charge and spin)	22.2	kcal per mole

Each line ends with the Mulliken charge.
Cartesian coordinates (Å):
O  -0.580  -0.217  5.934  -0.466
C  -0.746  -0.257  4.787  0.021
Co  -0.843  -0.361  3.037  0.502
C  -0.099  1.124  2.575  0.059
O  0.367  2.166  2.373  -0.422
C  0.339  -1.639  3.292  0.685
O  1.067  -2.448  3.688  -0.485
C  -2.333  -1.190  2.561  0.028
C  -2.438  0.245  2.497  -0.221
C  -3.252  1.325  2.260  -0.502
C  -2.987  2.694  2.710  0.434
C  -3.643  3.133  3.879  -0.589
C  -3.391  4.404  4.392  -0.542
C  -2.491  5.253  3.724  -0.374
C  -1.867  4.841  2.531  -0.529
C  -2.171  3.592  1.989  0.043
Co  -2.339  -0.801  0.697  0.954
C  -2.123  0.551  -0.372  -0.019
O  -2.139  1.498  -1.049  -0.579
C  -3.932  -1.409  0.410  0.038
O  -5.018  -1.799  0.251  -0.548
P  -1.063  -2.297  0.084  1.033
C  0.693  -1.874  -0.211  0.141
C  1.602  -2.845  -0.653  -0.336
C  2.953  -2.509  -0.789  -0.740
C  3.416  -1.258  -0.348  -0.727
C  2.523  -0.371  0.265  -0.931
C  1.155  -0.574  0.064  0.124
C  -1.076  -3.783  1.160  0.490
C  0.090  -4.343  1.690  -0.928
C  0.009  -5.397  2.603  -0.466
C  -1.231  -5.965  2.916  -0.651
C  -2.402  -5.391  2.415  -0.670
C  -2.325  -4.285  1.561  -0.501
C  -1.543  -2.951  -1.554  0.560
C  -1.932  -4.283  -1.749  -0.371
C  -2.345  -4.704  -3.017  -0.633
C  -2.349  -3.807  -4.090  -0.530
C  -1.955  -2.478  -3.896  -0.693
C  -1.548  -2.048  -2.629  -0.430
H  -2.917  -1.972  3.046  0.673
H  -4.280  1.100  1.877  0.235
H  -4.317  2.434  4.389  0.379
H  -3.875  4.720  5.321  0.338
H  -2.279  6.243  4.144  0.332
H  -1.126  5.488  2.041  0.363
H  -1.792  3.293  1.008  0.334
H  1.261  -3.860  -0.880  0.532
H  3.643  -3.242  -1.206  0.378
H  4.462  -0.979  -0.480  0.410
H  2.887  0.460  0.887  0.746
H  0.450  0.268  0.088  -0.624
H  1.060  -3.972  1.371  0.448
H  0.922  -5.762  3.076  0.391
H  -1.285  -6.839  3.572  0.334
H  -3.386  -5.775  2.693  0.411
H  -3.245  -3.810  1.211  0.342
H  -1.910  -4.988  -0.919  0.257
H  -2.668  -5.737  -3.151  0.393
H  -2.672  -4.138  -5.079  0.342
H  -1.967  -1.762  -4.719  0.393
H  -1.237  -1.011  -2.472  0.363
C  4.948  1.913  -3.924  -0.915
Si  4.088  3.406  -3.233  0.172
C  5.312  4.385  -2.244  -0.935
C  3.641  4.451  -4.685  -1.067
N  2.531  3.055  -2.295  0.199
C  2.348  2.350  -1.100  -0.315
N  1.054  2.264  -0.744  0.069
C  0.378  3.014  -1.680  -0.554
C  1.243  3.484  -2.656  -0.779
H  5.856  2.328  -4.400  0.287
H  5.269  1.163  -3.190  0.315
H  4.368  1.417  -4.713  0.316
H  6.182  4.494  -2.917  0.280
H  4.946  5.395  -2.016  0.317
H  5.659  3.910  -1.319  0.332
H  4.613  4.621  -5.177  0.302
H  2.976  3.947  -5.397  0.312
H  3.222  5.424  -4.399  0.309
H  3.239  1.992  -0.600  0.416
H  -0.672  3.213  -1.583  0.519
H  1.018  4.075  -3.533  0.424

Force components x, y, z for each atom (eV/Å):
O -0.21 -0.04 -1.23
C -0.25 0.45 2.27
Co 3.86 0.83 2.54
C 1.65 2.04 -0.77
O -0.57 -1.26 0.27
C 1.04 -1.41 -0.41
O -0.44 0.78 -0.23
C -2.90 -0.41 -1.23
C -2.57 0.14 0.60
C -0.46 -2.28 0.02
C -0.09 1.02 -0.28
C 0.46 -0.04 -0.17
C 0.24 0.13 -0.35
C 0.06 -0.19 -0.01
C -0.32 0.16 0.37
C -0.26 -0.18 0.44
Co -0.21 0.70 -0.53
C -0.50 0.94 -1.77
O 0.18 -0.78 0.76
C -2.11 0.19 -0.16
O 1.06 -0.04 0.05
P 0.52 0.13 -0.22
C 0.55 -0.30 -0.46
C 0.54 0.31 0.24
C -0.14 0.13 -0.25
C -0.34 -0.49 0.53
C 0.24 -0.04 -0.68
C -0.43 -0.57 0.53
C 0.41 -0.15 0.01
C -0.41 -0.37 -0.02
C -0.24 -0.14 -0.13
C 0.19 0.20 0.14
C 0.11 0.29 -0.34
C 0.11 -0.26 0.21
C 0.14 -0.37 -0.10
C -0.04 0.32 -0.52
C 0.08 0.28 0.01
C -0.06 -0.02 0.13
C 0.16 -0.02 0.45
C -0.21 -0.41 -0.30
H -0.08 0.49 0.14
H 0.77 0.24 0.43
H 0.30 0.31 -0.15
H 0.17 -0.03 -0.37
H -0.01 -0.39 -0.18
H -0.51 -0.24 0.16
H 0.12 0.00 0.49
H 0.10 0.35 -0.01
H -0.06 0.23 0.01
H -0.11 -0.26 0.39
H -0.26 -0.02 -0.85
H 0.37 -0.66 0.84
H -0.22 0.00 0.34
H -0.24 -0.06 -0.21
H 0.03 0.36 -0.12
H 0.33 0.02 -0.06
H 0.33 -0.15 0.07
H -0.03 0.18 -0.21
H 0.09 0.22 -0.08
H 0.08 0.07 0.28
H 0.00 -0.25 0.14
H -0.14 -0.35 -0.03
C 0.24 -0.26 -0.11
Si -1.36 -0.29 0.75
C 0.32 0.15 0.17
C -0.01 0.23 -0.32
N 0.14 0.11 0.06
C -1.28 0.70 -1.23
N 2.08 0.98 -0.50
C 1.23 0.16 -0.67
C -0.20 -0.49 0.97
H -0.23 -0.24 0.14
H -0.13 0.16 -0.14
H 0.06 0.07 0.26
H -0.16 0.02 0.30
H 0.03 -0.26 0.03
H -0.10 0.10 -0.18
H -0.35 0.09 -0.06
H 0.12 0.17 0.14
H 0.05 -0.21 -0.13
H -0.48 -0.23 0.12
H -0.12 -0.19 -0.12
H 0.26 -0.10 0.09


Formula: C4H4ClNO2
Source: the OMol25 dataset
Level of theory: ωB97M-V/def2-TZVPD

Properties
Kohn-Sham gap	9.425	eV
HOMO level	-0.363	hartree
structure (SMILES)	C=C(Cl)C(=C)[N+](=O)[O-]
energy relative to the best compared isomer or geometry (same formula, charge and spin)	103.4	kcal per mole

Each line ends with the Mulliken charge.
Cartesian coordinates (Å):
C  0.781  1.629  -0.027  -0.709
C  -1.856  -0.713  0.612  -0.695
C  0.423  0.345  -0.237  0.137
C  -0.501  -0.516  0.700  0.402
N  1.115  -0.495  -1.302  0.971
O  1.815  -0.040  -2.164  -0.583
O  0.951  -1.653  -1.007  -0.514
Cl  0.348  -1.252  2.006  -0.156
H  1.455  2.196  -0.654  0.318
H  0.336  2.186  0.760  0.304
H  -2.290  -1.414  1.373  0.220
H  -2.577  -0.274  -0.060  0.304

Force components x, y, z for each atom (eV/Å):
C -0.55 -1.67 -0.92
C 2.00 -0.52 1.37
C -0.44 1.03 0.84
C -1.61 1.02 -1.59
N -0.60 0.46 2.30
O -0.18 0.35 -0.23
O 0.40 -1.30 -1.13
Cl 0.25 -0.13 0.11
H 0.16 -0.40 -0.25
H -0.35 0.14 0.69
H 0.44 0.83 -0.77
H 0.48 0.19 -0.41


Formula: C4H6N2O2
Source: the OMol25 dataset
Level of theory: ωB97M-V/def2-TZVPD

Properties
Kohn-Sham gap	10.081	eV
HOMO level	-0.348	hartree
structure (SMILES)	[H]/N=C\N1CCC(=O)O1
energy relative to the best compared isomer or geometry (same formula, charge and spin)	75.9	kcal per mole

Each line ends with the Mulliken charge.
Cartesian coordinates (Å):
C  -1.993  0.123  -0.100  0.022
C  -0.064  1.522  0.112  -0.353
C  1.379  1.143  0.226  -0.505
C  1.482  -0.411  -0.005  0.389
H  -1.967  -1.740  0.352  0.303
H  -2.524  1.002  -0.291  0.433
H  -0.147  2.359  -0.572  0.270
H  -0.571  1.909  1.074  0.291
H  1.927  1.387  -0.797  0.210
H  2.008  1.686  0.918  0.411
N  -2.601  -0.873  0.370  -0.661
N  -0.685  0.274  -0.532  -0.016
O  2.326  -1.243  0.083  -0.498
O  0.105  -0.841  -0.202  -0.295

Force components x, y, z for each atom (eV/Å):
C 0.03 -1.44 0.17
C -0.82 0.14 0.47
C 2.17 -0.96 -3.76
C -2.28 -0.25 2.17
H -1.00 1.61 0.35
H -0.86 1.61 -0.04
H -0.30 -0.07 -0.28
H 0.80 -1.24 -1.11
H -1.15 0.13 1.63
H -0.04 -0.70 0.66
N 1.09 -1.93 -0.38
N 0.66 1.59 0.55
O -0.28 1.15 -0.41
O 1.97 0.36 -0.01


Formula: C5H14N2
Source: the OMol25 dataset
Level of theory: ωB97M-V/def2-TZVPD

Properties
Kohn-Sham gap	10.054	eV
HOMO level	-0.331	hartree
structure (SMILES)	CC(C)[C@H](N)CN
energy relative to the best compared isomer or geometry (same formula, charge and spin)	10.6	kcal per mole

Each line ends with the Mulliken charge.
Cartesian coordinates (Å):
N  1.795  0.848  0.193  -0.765
C  0.437  0.469  -0.268  0.153
C  0.289  -1.046  -0.382  0.549
C  0.354  -1.730  0.980  -1.535
C  -0.999  -1.409  -1.109  -1.589
C  -0.583  1.149  0.672  -0.993
N  -0.996  2.475  0.243  -0.568
H  2.442  0.617  -0.560  0.248
H  1.799  1.867  0.145  0.247
H  0.270  0.874  -1.285  0.410
H  1.105  -1.364  -1.049  0.353
H  0.996  -1.156  1.649  0.417
H  0.732  -2.751  0.963  0.382
H  -0.636  -1.797  1.435  0.297
H  -1.022  -0.971  -2.107  0.392
H  -1.864  -1.053  -0.561  0.344
H  -1.093  -2.489  -1.180  0.419
H  -0.049  1.168  1.614  0.483
H  -1.460  0.513  0.705  0.260
H  -1.045  2.549  -0.762  0.234
H  -0.474  3.235  0.664  0.264

Force components x, y, z for each atom (eV/Å):
N -0.26 0.29 -0.76
C 0.01 0.44 -0.24
C 0.01 -0.08 -0.17
C 0.16 0.06 0.32
C 0.12 0.07 0.00
C 0.58 -0.48 -1.03
N 0.01 0.23 0.57
H 0.12 -0.29 0.18
H 0.10 -0.01 0.39
H -0.11 -0.10 0.12
H 0.09 -0.13 0.38
H 0.05 -0.09 0.06
H 0.08 -0.03 -0.28
H -0.05 0.17 -0.02
H -0.06 -0.08 -0.09
H -0.24 0.07 0.07
H -0.01 -0.16 -0.16
H -0.48 0.19 0.53
H -0.19 -0.08 0.44
H 0.11 0.19 0.01
H -0.04 -0.20 -0.33